{"formula": "C9H13N2OP", "method": "the ωB97M-V functional and the def2-TZVPD basis", "smiles": "[H]/N=C1/[C@@H](C)[C@@](C)(C#N)CP1/C=C\\O", "e_homo_ev": -9.010, "gap_ha": 0.3555, "symbols": ["C", "C", "C", "C", "C", "C", "C", "C", "C", "N", "N", "O", "P", "H", "H", "H", "H", "H", "H", "H", "H", "H", "H", "H", "H", "H"], "positions_angstrom": [[-1.91, 0.42, 0.22], [0.89, -0.27, -1.12], [-0.03, -3.97, -0.97], [0.00, -0.61, 1.32], [-0.34, -2.73, -0.60], [0.58, 0.97, -0.36], [-0.53, 0.65, 0.61], [0.43, 2.29, -1.18], [-0.65, 1.74, 1.72], [-2.95, -0.03, 0.02], [0.91, -0.31, -2.39], [1.16, -4.54, -0.71], [0.96, -1.68, 0.16], [-0.66, -4.61, -1.57], [0.61, -0.34, 2.21], [-0.84, -1.14, 1.83], [-1.20, -2.25, -1.05], [1.55, 1.22, 0.12], [0.23, 3.08, -0.50], [-0.27, 2.21, -2.01], [1.36, 2.41, -1.61], [-0.73, 2.74, 1.33], [0.27, 1.80, 2.42], [-1.39, 1.56, 2.44], [1.64, -3.80, -0.16], [1.26, -1.10, -2.94]]}

---

{"formula": "C9H13N2OP", "method": "the ωB97M-V functional and the def2-TZVPD basis", "e_homo_ev": [-7.575, -7.575], "gap_ha": [0.2765, 0.2765], "symbols": ["C", "C", "C", "C", "C", "C", "C", "C", "C", "N", "N", "O", "P", "H", "H", "H", "H", "H", "H", "H", "H", "H", "H", "H", "H", "H"], "positions_angstrom": [[0.09, -2.58, -0.22], [1.42, -2.62, -0.36], [-0.59, -1.66, 0.61], [1.83, 0.22, 0.02], [2.60, 1.45, -0.32], [-2.55, 1.41, 0.39], [-2.64, 0.64, -0.89], [-1.81, 0.34, 1.26], [-1.22, 0.12, -0.96], [-1.18, -0.56, 0.33], [3.31, 1.89, 0.80], [2.50, 2.05, -1.37], [2.48, -1.27, -0.07], [-0.67, -3.43, -0.41], [1.99, -3.56, -0.40], [-1.82, 2.32, 0.22], [-3.49, 1.70, 0.91], [-3.32, -0.22, -0.83], [-2.90, 1.37, -1.65], [-1.11, 0.83, 1.98], [-2.47, -0.31, 1.86], [-1.17, -0.84, -1.66], [-0.45, 0.88, -1.11], [3.59, 1.08, 1.47], [3.91, 2.64, 0.78], [3.68, -1.90, -0.38]]}

---

{"formula": "C9H13N2PS2", "method": "the ωB97M-V functional and the def2-TZVPD basis", "spin_multiplicity": 3, "e_homo_ev": [-5.814, -8.044], "gap_ha": [0.2415, 0.2104], "symbols": ["C", "C", "C", "C", "C", "C", "C", "C", "C", "N", "N", "P", "S", "S", "H", "H", "H", "H", "H", "H", "H", "H", "H", "H", "H", "H", "H"], "positions_angstrom": [[-1.18, 3.66, 0.82], [-1.21, 3.42, 2.15], [-0.37, 2.94, -0.07], [-0.53, 2.32, 2.69], [0.38, 1.88, 0.42], [0.27, 1.65, 1.82], [0.81, -2.03, -2.18], [-1.32, -3.27, -1.19], [0.10, -2.66, -0.96], [1.32, 1.14, -0.23], [-0.15, -1.54, 0.03], [1.76, -0.34, 0.50], [3.49, -1.07, -0.01], [1.33, 0.34, 2.44], [-1.85, 4.50, 0.40], [-1.95, 3.96, 2.77], [-0.29, 3.28, -1.07], [-0.70, 1.87, 3.70], [1.97, -2.07, -2.05], [0.73, -2.71, -3.03], [0.50, -1.00, -2.25], [-1.70, -2.87, -2.16], [-1.92, -3.07, -0.36], [-1.42, -4.42, -1.31], [0.68, -3.47, -0.56], [1.58, 1.37, -1.27], [-0.32, -1.84, 0.97]]}

---

{"formula": "C9H13N3", "method": "the ωB97M-V functional and the def2-TZVPD basis", "e_homo_ev": [-7.175, -7.178], "gap_ha": [0.2823, 0.2824], "symbols": ["C", "C", "C", "C", "C", "C", "C", "C", "C", "N", "N", "N", "H", "H", "H", "H", "H", "H", "H", "H", "H", "H", "H", "H", "H"], "positions_angstrom": [[2.83, -0.95, -0.96], [0.73, -1.84, 0.12], [2.33, 0.25, -0.92], [1.26, 0.79, -0.24], [2.16, -1.85, 0.20], [-1.11, -0.45, -0.17], [1.66, 1.43, 1.07], [-2.21, -1.42, -0.22], [-2.11, 1.44, -1.52], [0.19, -0.74, 0.42], [0.16, 1.36, -0.96], [-1.00, 0.69, -0.85], [3.56, -1.42, -1.60], [0.19, -2.48, -0.52], [2.45, -2.93, 0.01], [2.49, -1.46, 1.07], [1.91, 2.47, 1.09], [2.50, 0.91, 1.56], [0.74, 1.31, 1.71], [-3.13, -1.02, -0.40], [-2.25, -1.88, 0.73], [-2.08, -2.25, -0.90], [-2.60, 2.08, -0.86], [-1.56, 1.98, -2.28], [-2.85, 0.82, -1.91]]}

---

{"formula": "C9H13N3O", "method": "the ωB97M-V functional and the def2-TZVPD basis", "e_homo_ev": [-7.138, -7.137], "gap_ha": [0.2360, 0.2359], "symbols": ["C", "C", "C", "C", "C", "C", "C", "C", "C", "N", "N", "N", "O", "H", "H", "H", "H", "H", "H", "H", "H", "H", "H", "H", "H", "H"], "positions_angstrom": [[-2.03, 1.82, -0.30], [-0.88, -2.14, 0.13], [-3.11, -0.30, -0.44], [-3.41, 1.15, -0.16], [-0.08, -0.78, -0.42], [-0.22, 0.38, 0.46], [0.31, 0.51, 1.81], [2.15, -0.25, -1.37], [1.41, -1.24, -0.50], [-0.90, 1.45, 0.07], [-2.00, -1.97, 0.66], [-2.72, -0.87, 0.71], [-3.26, -0.76, -1.55], [-1.89, 2.80, -0.66], [-0.40, -3.05, -0.18], [-3.76, 1.37, 0.92], [-4.09, 1.59, -0.81], [-0.47, -0.50, -1.35], [1.41, 0.53, 1.66], [-0.15, -0.25, 2.45], [0.02, 1.43, 2.30], [1.97, -0.30, -2.36], [3.14, -0.46, -1.30], [1.99, 0.76, -1.01], [1.85, -1.14, 0.43], [1.46, -2.23, -0.92]]}

---

{"formula": "C9H13N3O5W", "method": "the ωB97M-V functional and the def2-TZVPD basis", "total_charge": 4, "e_homo_ev": -25.196, "gap_ha": 0.2724, "symbols": ["W", "O", "C", "C", "N", "C", "C", "O", "O", "C", "C", "O", "O", "H", "H", "H", "H", "H", "H", "H", "H", "H", "N", "C", "C", "C", "N", "H", "H", "H", "H"], "positions_angstrom": [[0.03, 0.74, 0.98], [0.20, -0.70, -0.37], [-0.73, -1.88, 0.00], [-2.06, -1.27, 0.40], [-2.00, -0.26, 1.55], [-2.05, -0.93, 2.89], [-0.72, -1.20, 3.53], [-0.16, -1.74, 4.34], [0.34, -0.22, 2.43], [-3.19, 0.64, 1.48], [-3.09, 1.76, 0.49], [-3.60, 2.53, -0.14], [-1.22, 1.80, 0.33], [0.58, -0.70, -1.28], [-0.83, -2.44, -0.93], [-0.15, -2.42, 0.75], [-2.48, -0.75, -0.46], [-2.74, -2.09, 0.65], [-2.57, -0.31, 3.63], [-2.57, -1.89, 2.86], [-4.10, 0.09, 1.21], [-3.37, 1.14, 2.43], [1.37, 3.52, 1.32], [2.47, 3.87, 0.67], [3.12, 2.68, 0.24], [2.35, 1.64, 0.73], [1.28, 2.18, 1.43], [0.66, 4.14, 1.74], [2.75, 4.91, 0.55], [4.07, 2.62, -0.27], [2.63, 0.58, 0.81]]}

---

{"formula": "C9H13N4", "method": "the ωB97M-V functional and the def2-TZVPD basis", "total_charge": 1, "e_homo_ev": -11.796, "gap_ha": 0.3469, "symbols": ["C", "C", "C", "C", "C", "C", "C", "C", "C", "N", "N", "N", "N", "H", "H", "H", "H", "H", "H", "H", "H", "H", "H", "H", "H", "H"], "positions_angstrom": [[-1.41, 1.47, -3.33], [-1.13, 2.53, -2.52], [-1.61, 0.19, -2.82], [-1.15, 2.41, -1.15], [-1.48, 0.03, -1.43], [-1.34, 1.17, -0.64], [2.09, -2.64, 2.22], [0.99, -1.72, 2.09], [3.33, -2.41, 1.78], [-1.61, 0.97, 0.83], [0.18, -1.00, 1.70], [4.35, -3.27, 1.60], [-1.96, 2.08, 1.66], [-1.38, 1.55, -4.42], [-1.09, 3.50, -3.00], [-1.66, -0.72, -3.34], [-1.38, 3.25, -0.51], [-1.43, -0.98, -0.88], [1.66, -3.57, 2.47], [3.47, -1.48, 1.38], [-0.93, 0.36, 1.35], [-2.43, 0.36, 0.78], [4.33, -4.31, 1.88], [5.21, -3.04, 1.05], [-2.43, 2.83, 1.14], [-1.20, 2.44, 2.14]]}

---

{"formula": "C9H13N4O2", "method": "the ωB97M-V functional and the def2-TZVPD basis", "total_charge": 1, "e_homo_ev": [-11.526, -12.214], "gap_ha": [0.2202, 0.2300], "symbols": ["C", "C", "C", "C", "C", "C", "C", "C", "C", "N", "N", "N", "N", "O", "O", "H", "H", "H", "H", "H", "H", "H", "H", "H", "H", "H", "H", "H"], "positions_angstrom": [[-1.30, -2.74, -5.53], [-0.87, -1.42, -5.42], [-1.38, -3.49, -4.34], [-0.64, -0.91, -4.23], [-1.05, -3.03, -3.08], [-0.58, -1.69, -3.01], [0.69, -0.09, 0.11], [1.97, 2.70, 2.61], [-1.28, 0.99, 4.46], [-0.20, -1.26, -1.81], [-0.36, 0.28, 0.57], [0.63, -0.57, -1.33], [-0.22, 1.96, 2.53], [0.59, 3.00, 2.49], [-0.11, 1.32, 3.82], [-1.67, -3.21, -6.49], [-0.71, -0.84, -6.26], [-1.80, -4.48, -4.35], [-0.40, 0.22, -4.10], [-1.01, -3.68, -2.14], [1.66, -0.02, 0.43], [2.14, 1.62, 2.43], [2.11, 3.02, 3.65], [2.60, 3.20, 1.95], [-1.04, 0.22, 5.22], [-1.94, 0.38, 3.83], [-1.84, 1.79, 4.81], [-1.17, 2.31, 2.32]]}

---

{"formula": "C9H13N4O2", "method": "the ωB97M-V functional and the def2-TZVPD basis", "total_charge": 1, "e_homo_ev": -12.244, "gap_ha": 0.3219, "symbols": ["C", "C", "C", "C", "C", "C", "C", "C", "C", "N", "N", "N", "N", "O", "O", "H", "H", "H", "H", "H", "H", "H", "H", "H", "H", "H", "H", "H"], "positions_angstrom": [[-5.37, 1.00, -0.32], [-4.06, 1.20, -0.08], [-5.91, -0.31, -0.46], [-3.83, -1.18, -0.22], [-3.18, 0.08, 0.02], [-1.17, -0.82, 0.61], [3.99, -0.90, -0.79], [2.59, -1.41, -0.39], [3.38, 0.56, -0.58], [-5.08, -1.35, -0.53], [-1.77, 0.25, 0.36], [1.07, 0.36, 0.42], [1.99, -0.07, -0.52], [-0.93, -1.94, 0.69], [0.35, 1.49, -0.16], [-6.13, 1.75, -0.21], [-3.63, 2.22, -0.10], [-6.97, -0.41, -0.78], [-3.26, -2.10, -0.23], [4.70, -1.21, -0.02], [4.37, -1.24, -1.82], [2.04, -2.12, -1.03], [2.52, -1.70, 0.68], [3.87, 0.85, 0.45], [3.64, 1.28, -1.29], [-1.29, 1.13, 0.09], [1.72, 0.04, -1.50], [0.88, 2.22, 0.11]]}

---

{"formula": "C9H13N5", "method": "the ωB97M-V functional and the def2-TZVPD basis", "total_charge": 2, "e_homo_ev": [-15.530, -15.627], "gap_ha": [0.2133, 0.2195], "symbols": ["C", "C", "C", "C", "C", "C", "C", "C", "C", "N", "N", "N", "N", "N", "H", "H", "H", "H", "H", "H", "H", "H", "H", "H", "H", "H", "H"], "positions_angstrom": [[-4.23, 0.41, -0.14], [-3.35, 1.46, 0.33], [-3.77, -0.83, -0.45], [-2.03, 1.16, 0.37], [-2.49, -1.18, -0.43], [-1.55, -0.23, 0.17], [-0.22, -0.40, 0.17], [1.98, -1.38, 0.07], [2.52, -0.24, -0.70], [1.04, 1.50, 0.64], [0.63, -1.40, 0.31], [2.74, -2.39, 0.41], [2.82, 2.23, -0.58], [2.25, 1.30, 0.28], [-5.23, 0.68, -0.25], [-3.61, 2.45, 0.56], [-4.46, -1.62, -0.79], [-1.30, 1.83, 0.66], [-2.27, -2.16, -0.65], [3.58, -0.13, -0.83], [1.83, -0.19, -1.55], [0.21, -2.12, 0.96], [3.75, -2.42, 0.37], [2.48, -2.93, 1.24], [2.08, 2.80, -1.00], [3.69, 2.79, -0.16], [2.93, 1.00, 1.02]]}

---

{"formula": "C9H13N5S", "method": "the ωB97M-V functional and the def2-TZVPD basis", "total_charge": 2, "e_homo_ev": [-15.941, -15.942], "gap_ha": [0.2357, 0.2358], "symbols": ["C", "C", "C", "C", "C", "C", "C", "C", "C", "N", "N", "N", "N", "N", "S", "H", "H", "H", "H", "H", "H", "H", "H", "H", "H", "H", "H", "H"], "positions_angstrom": [[-0.10, 1.38, 1.59], [1.25, 0.86, -0.43], [-0.77, -0.34, 0.23], [0.98, 1.75, 0.71], [-3.14, -2.91, 0.97], [1.32, 3.24, 2.24], [-2.62, -1.67, 0.83], [-1.27, -2.25, -1.22], [2.45, 0.38, -2.44], [-0.87, 0.36, 1.39], [1.71, 2.74, 1.03], [0.31, -0.12, -0.64], [-1.61, -1.34, -0.05], [2.26, 1.12, -1.21], [-0.12, 2.36, 3.02], [-4.05, -3.17, 1.57], [-2.88, -3.84, 0.46], [2.11, 3.30, 3.10], [1.06, 4.42, 2.05], [-3.01, -0.88, 1.54], [-0.51, -3.01, -1.18], [-2.26, -2.59, -1.43], [-1.09, -1.47, -1.98], [2.90, -0.52, -1.96], [3.23, 0.90, -2.89], [1.50, 0.18, -3.11], [0.53, -0.89, -1.21], [2.69, 2.00, -0.98]]}

---

{"formula": "C9H13NO2", "method": "the ωB97M-V functional and the def2-TZVPD basis", "smiles": "Cc1ccc(O)cc1.CC(N)=O", "e_homo_ev": -8.274, "gap_ha": 0.3282, "symbols": ["C", "C", "O", "N", "H", "H", "H", "H", "H", "C", "C", "C", "C", "C", "C", "C", "O", "H", "H", "H", "H", "H", "H", "H", "H"], "positions_angstrom": [[-2.12, 1.44, 0.36], [-1.13, 2.68, 0.60], [-1.15, 3.27, 1.58], [-0.37, 3.01, -0.53], [-2.93, 1.27, 1.16], [-1.61, 0.50, 0.43], [0.29, 3.69, -0.48], [-0.30, 2.22, -1.14], [-2.52, 1.46, -0.66], [1.82, 0.08, -1.86], [0.80, -1.05, 1.65], [1.20, -0.24, 0.66], [-0.14, -2.08, 1.16], [1.24, -0.69, -0.73], [0.00, -2.66, -0.08], [0.84, -1.99, -0.99], [-1.06, -2.40, 2.13], [0.64, -0.73, 2.69], [1.88, 0.68, 0.87], [-1.70, -3.14, 1.74], [-0.45, -3.65, -0.15], [1.07, 0.84, -2.04], [2.01, -0.54, -2.72], [0.98, -2.48, -1.95], [2.71, 0.50, -1.69]]}